No. 1
Entry from OMol25: the ion C8H10NO3 with charge -1 at a distorted geometry (ωB97M-V/def2-TZVPD).

Last column: natural (NBO) charge in e.
Element x y z (Å)
C -1.864 1.721 -0.275  -0.24
C -1.400 1.088 -1.331  -0.45
C -1.381 1.122 1.035  0.17
C -1.346 -0.851 0.023  0.71
C -0.790 -0.120 -1.000  -0.28
C 0.760 0.589 0.225  0.51
C 1.918 -1.912 0.033  -0.60
C 1.412 -0.676 0.717  -0.49
N 0.080 1.439 0.962  -0.67
O -1.776 -0.185 1.172  -0.51
O -1.497 -2.066 0.098  -0.62
O 1.572 1.168 -0.845  -0.79
H -2.605 2.441 -0.302  0.17
H -1.522 1.398 -2.390  0.20
H -1.710 1.639 1.948  0.18
H -0.343 -0.786 -1.742  0.23
H 2.527 -2.294 0.847  0.20
H 2.495 -1.687 -0.775  0.20
H 1.110 -2.752 -0.101  0.22
H 2.310 -0.195 1.142  0.21
H 0.913 -0.978 1.675  0.22
H 1.135 1.898 -1.117  0.46

Calculated values
Total energy   -16085.0008 eV
E_HOMO (alpha / beta)   0.357 / -3.677 eV
<S²>   2.01
2S+1   3
Orbital gap (alpha / beta)   0.129 / 0.220 Ha
ΔE to the lowest compared entry with this formula, charge and spin   59.9 kcal/mol
LUMO level (alpha / beta)   3.865 / 2.321 eV
Net charge   -1


No. 2
Entry from OMol25: a cluster of 5 separate species, C42H96BrIN4O17P3 in total at a distorted geometry (ωB97M-V/def2-TZVPD).

Last column: Löwdin charge in e.
Element x y z (Å)
C 1.027 2.153 9.046  -0.08
C 0.430 1.970 7.646  -0.29
O 1.089 0.996 6.872  -0.18
C 2.369 1.402 6.366  -0.29
C 2.465 1.176 4.863  -0.30
P 3.543 -0.358 4.488  0.61
C 4.576 -1.945 4.239  -0.27
C 3.934 -3.255 4.644  -0.21
O 3.655 -3.247 6.063  -0.05
C 2.394 -3.610 6.422  -0.51
O 1.997 -4.722 6.263  0.13
C 1.592 -2.474 6.996  -0.14
C 2.262 -1.859 8.229  -0.08
P 5.379 0.824 5.278  0.82
C 5.895 -0.166 6.749  -0.33
O 6.613 0.423 4.220  -0.40
O 3.988 0.259 2.847  -0.30
C 3.147 0.135 1.830  -0.73
Br 2.156 1.935 1.541  0.70
C 3.961 0.004 0.545  -0.23
C 3.287 0.022 -0.822  -0.20
C 4.207 -0.602 -1.868  -0.24
O 4.293 -2.009 -1.814  -0.20
C 3.203 -2.663 -2.436  -0.14
C 2.123 -1.022 2.243  -0.55
C 0.653 -0.766 1.831  -0.24
C -0.306 -1.753 2.430  -0.80
O -0.153 -2.864 2.726  0.05
I -2.291 -0.843 2.673  0.77
P 2.560 -2.609 1.341  0.84
O 1.925 -2.696 -0.005  -0.41
O 2.167 -1.128 3.619  -0.27
H 1.765 2.960 9.083  0.07
H 1.524 1.223 9.346  0.07
H 0.250 2.370 9.786  0.07
H -0.611 1.636 7.722  0.11
H 0.432 2.926 7.099  0.12
H 2.560 2.451 6.634  0.12
H 3.124 0.795 6.894  0.07
H 1.456 1.030 4.471  0.07
H 2.894 2.053 4.371  0.04
H 3.180 -0.880 5.770  0.01
H 4.907 -2.032 3.196  0.07
H 5.497 -1.860 4.818  0.03
H 2.999 -3.445 4.119  0.08
H 4.605 -4.105 4.443  0.11
H 1.489 -1.706 6.219  0.10
H 0.598 -2.866 7.227  0.12
H 1.749 -0.932 8.501  0.05
H 3.307 -1.620 8.017  0.06
H 2.228 -2.545 9.082  0.08
H 5.059 -0.243 7.455  0.01
H 6.727 0.342 7.248  0.02
H 6.213 -1.184 6.500  0.02
H 6.929 -0.488 4.305  0.00
H 4.661 0.845 0.626  0.12
H 4.575 -0.902 0.640  0.09
H 2.324 -0.501 -0.797  0.09
H 3.088 1.054 -1.130  0.09
H 3.919 -0.269 -2.878  0.12
H 5.233 -0.250 -1.687  0.13
H 3.230 -2.493 -3.525  0.08
H 3.293 -3.730 -2.226  0.09
H 2.243 -2.324 -2.034  0.06
H 0.373 0.234 2.153  0.02
H 0.495 -0.824 0.747  0.12
H 2.175 -3.609 2.235  0.02
H 3.960 -2.728 1.354  0.02
C -3.617 3.216 3.531  -0.12
O -4.175 2.286 2.629  -0.25
C -5.522 1.920 2.883  -0.22
C -6.422 2.413 1.773  -0.22
N -6.507 3.865 1.771  -0.05
C -7.179 4.435 0.613  -0.20
C -6.549 4.211 -0.757  -0.24
O -5.316 4.878 -0.944  -0.20
C -4.165 4.197 -0.475  -0.10
H -2.551 3.265 3.315  0.09
H -4.051 4.218 3.425  0.08
H -3.748 2.893 4.569  0.09
H -5.848 2.313 3.852  0.12
H -5.574 0.828 2.921  0.11
H -7.427 2.001 1.916  0.12
H -6.030 1.999 0.834  0.11
H -5.572 4.249 1.837  0.07
H -7.261 5.514 0.765  0.12
H -8.201 4.039 0.582  0.12
H -7.230 4.625 -1.507  0.12
H -6.431 3.142 -0.979  0.11
H -4.283 3.112 -0.551  0.09
H -3.925 4.444 0.562  0.08
H -3.327 4.505 -1.100  0.09
C -4.926 4.055 -4.226  -0.08
O -5.483 3.056 -5.061  -0.22
C -6.809 2.668 -4.726  -0.20
C -7.785 3.111 -5.793  -0.21
N -7.900 4.560 -5.831  -0.05
C -8.667 5.085 -6.952  -0.20
C -8.149 4.816 -8.360  -0.23
O -6.928 5.465 -8.660  -0.18
C -5.756 4.760 -8.300  -0.10
H -3.867 4.120 -4.471  0.09
H -5.385 5.038 -4.384  0.09
H -5.031 3.799 -3.170  0.07
H -7.084 3.075 -3.748  0.11
H -6.838 1.575 -4.665  0.12
H -8.768 2.681 -5.576  0.13
H -7.443 2.676 -6.744  0.11
H -6.972 4.963 -5.845  0.08
H -8.743 6.168 -6.826  0.12
H -9.686 4.685 -6.888  0.12
H -8.884 5.214 -9.065  0.12
H -8.055 3.742 -8.561  0.11
H -5.900 3.678 -8.385  0.08
H -5.427 4.981 -7.280  0.07
H -4.967 5.065 -8.987  0.09
C 11.287 -3.864 -0.411  -0.12
O 9.934 -4.205 -0.608  -0.19
C 9.566 -5.493 -0.132  -0.22
C 8.631 -5.396 1.052  -0.22
N 9.315 -4.852 2.214  -0.05
C 8.457 -4.586 3.362  -0.19
C 7.351 -3.553 3.200  -0.23
O 7.810 -2.225 3.040  -0.19
C 8.067 -1.803 1.717  -0.08
H 11.459 -2.926 -0.936  0.09
H 11.537 -3.727 0.648  0.08
H 11.957 -4.627 -0.822  0.09
H 10.462 -6.060 0.141  0.12
H 9.060 -6.019 -0.946  0.12
H 8.274 -6.403 1.293  0.12
H 7.756 -4.807 0.742  0.11
H 9.783 -3.995 1.945  0.08
H 9.097 -4.261 4.186  0.12
H 7.994 -5.530 3.672  0.12
H 6.770 -3.543 4.125  0.10
H 6.659 -3.813 2.389  0.11
H 7.384 -2.284 1.008  0.09
H 9.095 -2.012 1.401  0.07
H 7.904 -0.726 1.685  0.09
C -3.725 1.308 -7.505  -0.11
O -3.229 0.226 -6.744  -0.18
C -4.007 -0.099 -5.597  -0.20
C -4.719 -1.422 -5.771  -0.21
N -5.765 -1.324 -6.779  -0.05
C -6.394 -2.586 -7.139  -0.21
C -5.525 -3.661 -7.782  -0.23
O -5.059 -3.325 -9.076  -0.18
C -3.854 -2.586 -9.119  -0.10
H -2.960 1.561 -8.237  0.09
H -4.648 1.049 -8.041  0.08
H -3.933 2.179 -6.878  0.07
H -4.721 0.701 -5.386  0.10
H -3.327 -0.173 -4.744  0.13
H -5.178 -1.701 -4.817  0.12
H -3.960 -2.183 -6.003  0.11
H -5.381 -0.893 -7.610  0.07
H -7.213 -2.368 -7.830  0.12
H -6.845 -3.014 -6.236  0.12
H -6.141 -4.555 -7.906  0.12
H -4.677 -3.935 -7.143  0.11
H -3.192 -2.854 -8.291  0.09
H -4.021 -1.505 -9.086  0.07
H -3.357 -2.827 -10.059  0.09

Calculated values
Total energy   -191884.2753 eV
E_HOMO   -4.652 eV
Orbital gap   0.238 Ha
LUMO level   1.820 eV
Net charge   -1


No. 3
Entry from OMol25: a structure of composition C37H26F6N5O8PSbW (ωB97M-V/def2-TZVPD).

Last column: Löwdin spin population.
Element x y z (Å)
W 0.027 0.790 -1.033  0.01
O -2.329 3.954 -0.080  0.00
C -1.425 3.189 -0.015  0.00
N -1.528 1.763 -0.226  0.00
C -2.790 1.200 0.145  0.04
O -3.610 1.758 0.817  0.11
C -2.904 -0.159 -0.346  0.28
C -4.114 -0.864 -0.390  0.01
C -4.097 -2.166 -0.750  0.23
C -2.799 -2.872 -0.926  0.05
C -1.673 -1.924 -1.161  0.15
N -1.719 -0.671 -0.828  0.00
C -0.019 3.543 0.305  0.00
C 0.366 4.755 0.827  0.00
C 1.713 4.935 1.112  0.00
C 2.600 3.900 0.861  0.00
C 2.138 2.718 0.307  0.00
N 0.839 2.557 0.037  0.00
H -5.024 -0.328 -0.156  0.00
H -5.014 -2.731 -0.859  0.01
H -2.860 -3.580 -1.757  0.02
H -0.762 -2.285 -1.613  0.01
H -0.381 5.517 1.001  0.00
H 2.065 5.871 1.525  0.00
H 3.653 3.999 1.078  0.00
H 2.799 1.894 0.081  0.00
F 0.582 0.113 0.605  0.00
Sb 3.755 -1.485 -0.951  0.00
F 0.657 -0.932 -1.551  0.00
F 1.728 1.112 -1.765  0.00
F 3.715 0.070 0.152  0.00
F 5.214 -2.228 -0.019  0.00
F 2.506 -2.398 0.155  0.00
C -0.352 0.643 6.384  0.00
C 0.232 -0.576 6.707  0.00
C 0.603 -1.456 5.705  0.00
C 0.376 -1.104 4.373  0.00
C -0.199 0.125 4.045  0.00
C -0.568 0.995 5.058  0.00
P 0.829 -2.241 3.091  0.02
C -0.375 -2.977 2.221  0.00
C -1.780 -2.667 2.477  0.01
C -2.732 -3.066 1.631  0.00
C -2.436 -3.785 0.356  0.05
C -1.014 -4.242 0.261  0.00
C -0.057 -3.853 1.102  0.00
C 2.476 -2.864 3.071  0.00
C 3.520 -1.937 3.000  0.00
C 4.825 -2.392 2.954  0.00
C 5.086 -3.756 2.981  0.00
C 4.048 -4.674 3.072  0.00
C 2.738 -4.236 3.121  0.00
H -0.639 1.325 7.173  0.00
H 0.396 -0.842 7.743  0.00
H 1.061 -2.404 5.956  0.00
H -0.361 0.395 3.008  0.00
H -1.020 1.947 4.813  0.00
H -2.040 -2.149 3.391  0.00
H -3.769 -2.863 1.865  0.00
H -3.084 -4.660 0.255  0.00
H -0.761 -4.907 -0.558  0.00
H 0.965 -4.168 0.952  0.00
H 3.310 -0.875 2.973  0.00
H 5.641 -1.685 2.889  0.00
H 6.108 -4.107 2.936  0.00
H 4.262 -5.734 3.110  0.00
H 1.930 -4.949 3.211  0.00
O -0.214 2.547 -2.306  0.00
C -0.568 1.834 -3.288  0.00
O -0.702 0.591 -2.978  0.00
C -0.803 2.343 -4.627  0.00
C -0.360 3.621 -4.961  0.00
C -0.595 4.072 -6.241  0.00
C -1.263 3.316 -7.187  0.00
C -1.692 2.057 -6.810  0.00
C -1.469 1.543 -5.552  0.00
N -2.416 1.220 -7.797  0.00
O -2.609 1.701 -8.885  0.00
O -2.755 0.116 -7.426  0.00
N -0.113 5.425 -6.614  0.00
O -0.341 5.794 -7.739  0.00
O 0.470 6.047 -5.754  0.00
H 0.158 4.252 -4.253  0.00
H -1.443 3.696 -8.183  0.00
H -1.811 0.548 -5.308  0.00

Calculated values
Total energy   -96564.2721 eV
E_HOMO (alpha / beta)   -13.349 / -13.587 eV
<S²>   0.78
2S+1   2
Orbital gap (alpha / beta)   0.217 / 0.224 Ha
ΔE to the lowest compared entry with this formula, charge and spin   9.4 kcal/mol
LUMO level (alpha / beta)   -7.444 / -7.492 eV
Net charge   +2